No. 1
{"formula": "H9LiO5", "method": "wB97M-V/def2-TZVPD", "symbols": ["Li", "O", "H", "O", "H", "H", "O", "H", "H", "O", "H", "H", "O", "H", "H"], "xyz": [[-19.802, -55.738, -31.113], [-19.915, -55.483, -32.998], [-20.686, -55.905, -33.241], [-19.625, -57.693, -29.873], [-18.996, -58.246, -29.304], [-19.466, -58.117, -30.802], [-21.770, -55.419, -30.280], [-22.050, -54.451, -30.423], [-22.569, -55.904, -30.394], [-17.830, -57.015, -32.266], [-16.991, -56.467, -32.283], [-18.435, -56.672, -33.042], [-18.640, -54.441, -29.785], [-19.174, -54.517, -28.908], [-18.638, -53.567, -30.064]], "forces_ev_per_a": [[0.32, 0.05, -0.48], [2.61, 0.92, 1.57], [-2.63, -1.24, -1.14], [1.51, -2.36, -1.32], [-1.29, 1.37, -1.17], [-0.21, 1.18, 2.27], [0.45, 3.04, 0.01], [0.68, -2.24, 0.18], [-0.91, -0.76, -0.18], [0.50, 1.08, -1.42], [-1.68, -0.96, -0.14], [0.88, 0.05, 1.95], [-1.59, -3.33, 2.87], [1.49, 0.51, -2.39], [-0.13, 2.67, -0.61]], "mulliken_charge": [0.88, -1.09, 0.20, -0.67, 0.31, 0.35, -0.59, 0.34, 0.27, -0.66, 0.28, 0.38, -0.66, 0.35, 0.32], "gap_ev": 7.769, "e_lumo_ha": -0.005, "e_homo_ev": -7.89}

No. 2
{"formula": "C46H66IN3O26", "method": "wB97M-V/def2-TZVPD", "symbols": ["C", "C", "O", "C", "C", "O", "C", "C", "C", "C", "C", "C", "C", "N", "C", "C", "I", "C", "C", "C", "C", "N", "C", "C", "C", "C", "N", "C", "H", "H", "H", "H", "H", "H", "H", "H", "H", "H", "H", "H", "H", "H", "H", "H", "H", "H", "H", "H", "H", "H", "H", "H", "H", "H", "H", "H", "H", "H", "H", "H", "H", "H", "O", "C", "O", "C", "C", "O", "H", "H", "H", "H", "O", "C", "O", "C", "C", "O", "H", "H", "H", "H", "O", "C", "O", "C", "C", "O", "H", "H", "H", "H", "O", "C", "O", "C", "C", "O", "H", "H", "H", "H", "O", "C", "O", "C", "C", "O", "H", "H", "H", "H", "O", "C", "O", "C", "C", "O", "H", "H", "H", "H", "O", "C", "O", "C", "C", "O", "H", "H", "H", "H", "O", "C", "O", "C", "C", "O", "H", "H", "H", "H"], "xyz": [[1.882, -3.555, 2.951], [2.401, -2.427, 2.087], [1.811, -1.227, 2.546], [1.867, -0.179, 1.604], [0.621, 0.669, 1.791], [0.891, 1.994, 1.373], [0.190, 2.377, 0.207], [0.881, 1.906, -1.044], [0.295, 1.099, -1.984], [-1.131, 0.662, -1.793], [-2.219, 1.724, -2.144], [-1.744, 3.148, -2.388], [-2.876, 3.943, -3.097], [-3.188, 5.233, -2.455], [1.024, 0.693, -3.132], [0.491, -0.167, -4.234], [-0.947, 0.887, -5.449], [-0.007, -1.558, -3.846], [0.188, -2.539, -4.993], [2.298, 1.134, -3.277], [2.909, 1.964, -2.348], [4.188, 2.373, -2.597], [4.666, 3.178, -1.707], [3.956, 3.604, -0.572], [4.611, 4.564, 0.362], [4.346, 6.007, -0.070], [2.753, 3.206, -0.304], [2.208, 2.366, -1.229], [0.842, -3.720, 2.719], [1.997, -3.252, 3.979], [2.472, -4.432, 2.737], [3.484, -2.364, 2.140], [2.085, -2.626, 1.066], [2.755, 0.436, 1.727], [1.855, -0.577, 0.593], [0.349, 0.644, 2.836], [-0.153, 0.231, 1.177], [0.194, 3.458, 0.186], [-0.844, 2.078, 0.275], [-1.369, -0.235, -2.328], [-1.240, 0.408, -0.754], [-2.814, 1.343, -2.959], [-2.883, 1.764, -1.289], [-0.885, 3.205, -3.039], [-1.606, 3.631, -1.432], [-3.768, 3.343, -3.195], [-2.538, 4.180, -4.097], [-3.625, 5.011, -1.568], [-2.300, 5.650, -2.206], [1.318, -0.328, -4.904], [0.476, -1.884, -2.934], [-1.073, -1.520, -3.692], [-0.386, -3.429, -4.782], [-0.227, -2.084, -5.879], [1.232, -2.780, -5.127], [2.871, 0.858, -4.141], [5.658, 3.566, -1.855], [4.151, 4.426, 1.326], [5.672, 4.364, 0.392], [4.397, 6.660, 0.784], [3.381, 6.081, -0.548], [5.092, 6.343, -0.778], [5.874, 5.330, 5.214], [5.089, 4.478, 4.965], [3.805, 4.699, 4.586], [3.249, 3.452, 4.153], [4.113, 2.442, 4.878], [5.351, 3.148, 5.018], [2.199, 3.383, 4.423], [3.340, 3.380, 3.068], [3.732, 2.198, 5.871], [4.253, 1.521, 4.319], [0.545, -5.210, 5.515], [1.173, -6.202, 5.357], [1.947, -6.807, 6.288], [2.341, -8.085, 5.773], [2.226, -7.882, 4.274], [1.205, -6.882, 4.183], [3.348, -8.336, 6.093], [1.650, -8.842, 6.148], [3.144, -7.489, 3.833], [1.934, -8.782, 3.741], [4.251, 7.636, -6.788], [4.293, 6.475, -6.537], [3.603, 5.527, -7.217], [4.073, 4.242, -6.784], [4.630, 4.552, -5.411], [5.022, 5.926, -5.543], [3.261, 3.521, -6.761], [4.837, 3.894, -7.481], [3.878, 4.473, -4.626], [5.481, 3.930, -5.148], [-1.622, -8.826, -0.445], [-1.816, -8.389, 0.643], [-0.867, -7.817, 1.420], [-1.521, -7.209, 2.550], [-2.806, -7.998, 2.637], [-3.016, -8.398, 1.271], [-0.911, -7.282, 3.439], [-1.692, -6.160, 2.331], [-2.705, -8.895, 3.254], [-3.636, -7.413, 3.001], [-3.612, -5.337, 3.429], [-3.543, -4.218, 3.026], [-4.129, -3.769, 1.894], [-4.019, -2.334, 1.879], [-2.820, -2.101, 2.773], [-2.868, -3.234, 3.649], [-3.876, -1.965, 0.868], [-4.935, -1.904, 2.285], [-1.875, -2.119, 2.225], [-2.883, -1.180, 3.332], [-3.538, 0.906, 2.569], [-3.760, 1.269, 3.683], [-2.841, 1.815, 4.502], [-3.523, 2.328, 5.656], [-4.787, 1.492, 5.676], [-4.962, 1.180, 4.285], [-2.916, 2.207, 6.549], [-3.722, 3.389, 5.504], [-4.667, 0.562, 6.232], [-5.648, 2.028, 6.063], [-7.758, -7.788, 5.096], [-7.539, -7.844, 3.932], [-8.481, -8.060, 2.979], [-7.882, -7.830, 1.700], [-6.413, -8.056, 1.986], [-6.313, -7.702, 3.370], [-8.282, -8.514, 0.957], [-8.095, -6.806, 1.390], [-6.119, -9.100, 1.867], [-5.760, -7.435, 1.379], [-1.506, 7.358, -9.844], [-0.513, 7.610, -9.245], [0.257, 8.705, -9.458], [1.226, 8.782, -8.403], [1.314, 7.344, -7.943], [0.006, 6.842, -8.258], [2.172, 9.168, -8.771], [0.848, 9.450, -7.627], [2.053, 6.774, -8.498], [1.518, 7.252, -6.882]], "forces_ev_per_a": [[0.49, 0.73, -0.36], [-0.49, -0.31, 0.37], [-0.06, -0.01, -0.26], [-0.30, -0.07, 0.23], [0.81, 0.08, -0.46], [-0.39, 0.02, 0.34], [0.39, 0.34, 0.05], [-0.07, -0.12, 0.13], [-0.52, -0.40, -0.05], [-0.24, 0.57, 0.05], [0.64, -0.35, 0.61], [-1.59, -0.18, -0.76], [0.81, 0.66, 0.21], [-0.19, -0.62, 0.01], [-0.19, 0.35, -0.06], [0.16, -0.36, 0.46], [0.05, 0.00, -0.06], [-0.40, 0.16, -0.75], [-0.18, 0.28, 0.61], [0.00, -0.35, -0.50], [0.77, -0.04, -0.50], [-0.26, -0.04, -0.09], [0.47, 0.04, -0.46], [0.24, 0.31, 0.85], [-0.40, 0.28, -0.31], [0.40, -0.22, -0.16], [-0.22, -0.09, -0.43], [-0.53, 0.20, 0.80], [-0.36, -0.25, 0.15], [-0.08, -0.21, 0.49], [0.02, -0.52, 0.09], [0.34, 0.08, -0.12], [0.18, 0.15, -0.42], [0.26, 0.14, 0.08], [0.24, -0.11, -0.31], [-0.25, 0.13, 0.35], [-0.57, -0.10, 0.10], [0.06, 0.37, 0.15], [-0.35, -0.23, -0.05], [0.13, -0.34, -0.29], [-0.13, -0.21, 0.48], [-0.06, 0.07, -0.47], [-0.40, 0.01, 0.19], [0.58, -0.07, 0.21], [0.62, 0.18, 0.23], [-0.42, -0.05, 0.09], [-0.06, -0.06, -0.41], [-0.14, 0.21, 0.15], [0.06, 0.31, -0.03], [0.22, 0.11, -0.44], [0.16, -0.08, 0.26], [-0.38, -0.03, 0.44], [0.03, -0.47, -0.07], [0.03, -0.01, -0.50], [0.29, -0.15, -0.22], [0.28, -0.10, -0.32], [0.42, 0.04, -0.09], [0.07, -0.20, 0.49], [0.32, -0.02, 0.30], [-0.09, 0.35, 0.28], [-0.39, 0.17, 0.03], [0.17, 0.11, -0.28], [0.08, 0.08, 0.01], [-0.02, -0.01, -0.01], [0.06, -0.15, 0.00], [-0.16, -0.13, -0.08], [-0.09, -0.10, -0.02], [-0.12, 0.02, -0.04], [-0.01, 0.18, 0.05], [-0.02, -0.04, 0.00], [0.00, 0.05, 0.02], [0.19, 0.03, -0.03], [-0.02, 0.08, 0.22], [-0.10, 0.17, -0.14], [-0.01, -0.09, -0.15], [0.06, -0.12, -0.03], [0.09, -0.13, -0.02], [0.27, -0.23, 0.11], [0.02, 0.18, 0.11], [-0.04, 0.02, -0.03], [0.01, 0.04, 0.04], [-0.18, 0.08, -0.06], [-0.06, 0.11, -0.03], [0.04, 0.04, -0.01], [0.22, -0.21, 0.17], [0.00, -0.19, 0.01], [0.00, -0.18, 0.07], [-0.08, -0.10, -0.08], [-0.15, 0.15, -0.06], [0.04, 0.06, 0.01], [-0.02, 0.02, -0.01], [0.11, 0.15, 0.04], [0.01, -0.03, -0.11], [-0.01, -0.01, 0.01], [-0.10, -0.05, 0.11], [-0.11, -0.04, 0.04], [-0.02, -0.19, 0.16], [0.16, 0.05, 0.08], [0.16, -0.10, -0.08], [-0.03, 0.05, -0.08], [0.09, -0.04, -0.09], [-0.15, 0.04, -0.14], [-0.17, 0.16, -0.03], [-0.03, 0.11, 0.19], [0.05, 0.09, 0.03], [-0.01, 0.16, -0.02], [0.10, 0.06, -0.09], [-0.02, 0.01, -0.12], [0.00, -0.20, -0.08], [0.01, -0.02, 0.05], [-0.01, -0.04, -0.01], [0.02, -0.07, 0.19], [0.01, 0.00, -0.05], [0.00, 0.08, -0.20], [-0.04, 0.04, 0.13], [-0.05, 0.05, 0.15], [-0.01, 0.04, 0.16], [0.00, 0.01, 0.16], [0.16, -0.11, -0.11], [-0.03, -0.01, -0.06], [0.05, -0.02, -0.04], [-0.10, 0.01, -0.20], [-0.03, 0.01, 0.10], [0.02, -0.01, 0.00], [0.10, 0.02, -0.06], [0.02, 0.02, -0.12], [0.08, 0.00, -0.19], [-0.11, -0.04, -0.10], [-0.12, -0.10, 0.14], [0.03, 0.02, 0.04], [-0.02, -0.01, 0.02], [0.09, 0.08, 0.17], [-0.08, -0.02, -0.06], [0.01, -0.01, 0.01], [0.05, -0.05, 0.11], [0.10, 0.06, 0.09], [0.01, 0.12, 0.00], [0.07, 0.13, -0.01], [-0.05, 0.00, -0.18], [-0.05, -0.03, 0.01], [0.00, 0.00, -0.07], [-0.18, -0.09, 0.04]], "mulliken_charge": [-0.97, -0.28, -0.28, -0.24, 0.09, -0.28, -1.82, 0.81, 0.75, -0.28, -1.55, 0.44, -0.84, -0.74, 1.19, -1.62, 0.09, -0.26, -1.47, -0.33, -0.30, -0.60, -0.85, 0.39, 0.16, -1.32, -0.05, 0.07, 0.15, 0.31, 0.39, 0.29, 0.29, 0.15, 0.22, 0.59, -0.50, 0.24, 0.78, 0.05, -0.33, 0.62, 0.29, 0.17, 0.10, 0.41, 0.35, 0.29, 0.30, 0.75, 0.44, 0.27, 0.44, 0.31, 0.39, 0.63, 0.53, -0.51, 0.57, 0.42, 0.35, 0.32, -0.52, 0.65, -0.38, 0.56, -0.33, -0.36, 0.28, -0.38, 0.28, 0.26, -0.48, 0.66, -0.35, -0.37, -0.32, -0.25, 0.32, 0.27, 0.24, 0.31, -0.52, 0.60, -0.30, -0.31, -0.09, -0.33, 0.32, 0.24, 0.02, 0.34, -0.59, 0.56, -0.35, 0.39, -0.11, -0.30, 0.08, -0.13, 0.17, 0.30, -0.56, 0.60, -0.35, -0.23, 0.33, -0.32, 0.30, 0.26, -0.02, -0.11, -0.47, 0.66, -0.27, -0.34, -0.37, -0.32, 0.30, 0.29, 0.26, 0.30, -0.53, 0.59, -0.33, -0.36, -0.23, -0.24, 0.31, 0.26, 0.26, 0.29, -0.53, 0.57, -0.34, -0.26, 0.01, -0.34, 0.26, 0.25, 0.18, 0.22], "gap_ev": 8.655, "e_lumo_ha": -0.023, "e_homo_ev": -9.28, "smiles": "CCOCCOCc1c(CCCCN)c([C@H](I)CC)cc2ncc(CC)nc12.O=C1OCCO1.O=C1OCCO1.O=C1OCCO1.O=C1OCCO1.O=C1OCCO1.O=C1OCCO1.O=C1OCCO1.O=C1OCCO1"}

no.,total energy (a.u.)
1,-389.156425
2,-4210.677060